C37H34CrF9NO3PSSi2 | the ωB97M-V functional and the def2-TZVPD basis

Geometry (Å):
Cr -0.37801 0.51402 1.03092
C -0.45352 -1.11798 4.34350
Si -0.74606 -1.41337 2.49656
C 0.08580 -3.07884 2.15435
C -2.61638 -1.75227 2.30814
C -3.18226 -2.79629 3.06036
C -4.52208 -3.13169 2.95879
C -5.33858 -2.42487 2.08254
C -4.80297 -1.38974 1.33312
C -3.44988 -1.02023 1.42539
Si -2.81679 0.50818 0.44679
C -3.86779 1.92700 1.15590
C -3.52088 0.30845 -1.30498
H -0.60601 -2.04299 4.91130
H -1.13612 -0.36895 4.75828
H 0.57305 -0.78595 4.53333
H -0.43770 -3.88502 2.67961
H 1.13056 -3.07327 2.48983
H 0.08317 -3.32749 1.08769
H -2.55720 -3.36589 3.74427
H -4.93016 -3.93849 3.55691
H -6.38833 -2.68012 1.99075
H -5.45895 -0.84472 0.65962
H -4.91032 1.87227 0.81951
H -3.47158 2.90508 0.86755
H -3.88358 1.88261 2.25180
H -4.57332 0.00170 -1.30613
H -2.96120 -0.42166 -1.89671
H -3.46206 1.26956 -1.82816
N -0.39238 1.91398 2.63042
C -0.11923 3.22088 2.07131
C 1.02892 3.35269 1.31493
C 1.32445 4.56635 0.70644
C 0.45967 5.63943 0.83775
C -0.69310 5.49676 1.61525
C -0.98289 4.29260 2.23551
S 0.83085 7.18782 0.01849
O 2.19679 7.00292 -0.44515
O -0.16157 7.25503 -1.04105
O 0.66346 8.18343 1.06137
H -1.27542 1.89475 3.13349
H 0.32228 1.63919 3.30006
H 1.70397 2.50557 1.20807
H 2.22360 4.69733 0.11759
H -1.35628 6.34539 1.72518
H -1.88732 4.17472 2.82276
F -2.60347 -3.91608 -5.53201
C -1.71908 -4.54132 -4.73618
F -2.37499 -5.53805 -4.12097
F -0.79963 -5.10686 -5.53887
C -1.08836 -3.58400 -3.74878
C 0.02213 -2.84645 -4.13562
C 0.59231 -1.95095 -3.24142
C 0.04945 -1.80239 -1.97411
C -1.07488 -2.52421 -1.60414
C -1.64616 -3.42948 -2.49603
P 0.75029 -0.69596 -0.71058
C 1.39622 0.76661 -1.59409
C 2.70167 0.85959 -2.08451
C 3.12689 2.01727 -2.70749
C 2.25327 3.09255 -2.84442
C 0.96289 3.01736 -2.37202
C 0.52943 1.84133 -1.75558
C 2.76262 4.34304 -3.52840
F 3.82538 4.84718 -2.88486
F 1.83649 5.29092 -3.61454
F 3.17236 4.05527 -4.78512
C 2.28187 -1.59871 -0.20995
C 3.15558 -0.98643 0.68644
C 4.21665 -1.68387 1.22839
C 4.40357 -3.02229 0.89437
C 3.55204 -3.64416 0.01363
C 2.48822 -2.92494 -0.54165
C 5.54532 -3.77214 1.53715
F 5.38088 -3.87846 2.86599
F 6.71961 -3.14566 1.34070
F 5.67610 -5.01695 1.05172
H 0.44190 -2.97217 -5.12472
H 1.46078 -1.37308 -3.53853
H -1.51084 -2.38447 -0.61929
H -2.51867 -4.00038 -2.20902
H 3.39390 0.03720 -1.95416
H 4.13906 2.09399 -3.08442
H 0.29649 3.86475 -2.46383
H -0.49620 1.77324 -1.40101
H 3.00189 0.04965 0.96736
H 4.88947 -1.19504 1.92210
H 3.69697 -4.68352 -0.24489
H 1.82391 -3.42986 -1.22989

Results
⟨S²⟩: 6.1095
Multiplicity: 5
Charge: -1
Orbital gap (alpha / beta) in eV: 5.89 / 6.60
E_LUMO (alpha / beta) in eV: 1.61 / 1.49

C3H7N3O2 | the ωB97M-V functional and the def2-TZVPD basis

Geometry (Å):
C -0.44889 2.02557 -0.62934
N 0.08659 -1.11062 0.15276
C -0.84483 -0.25421 0.56444
N 0.76616 -1.91752 1.10453
C 0.71397 -0.63124 -1.14108
O -0.78072 0.65427 -0.81002
N -1.27171 0.13123 1.66300
O 1.91483 -0.40208 -1.18394
H 1.64465 -1.44027 1.31639
H 1.05231 -2.75692 0.59970
H -1.83179 -0.55463 2.16804
H 0.12609 -0.89389 -2.03184
H -0.64318 2.35729 0.39545
H 0.60497 2.16889 -0.88574
H -1.08845 2.62413 -1.28235

Results
SMILES: [H]/N=C(/OC)N(N)C=O
Multiplicity: 1
Orbital gap in eV: 10.49
E_LUMO in eV: 0.82

C5H6N2O2S | the ωB97M-V functional and the def2-TZVPD basis

Geometry (Å):
C -1.18693 -0.68072 -0.78996
C -0.91556 0.75995 -0.66741
C -0.26643 -1.35709 -0.08733
C 1.93856 3.66463 -0.64880
C 0.27505 0.82290 0.24564
N 0.65369 -0.51742 0.52673
N 0.39282 1.24727 -1.11197
O 2.82049 2.95998 -0.44996
O 1.08319 4.39356 -0.85257
S 0.50677 2.01454 1.56801
H -2.00599 -1.09536 -1.34299
H -1.70347 1.49842 -0.70358
H -0.14110 -2.41946 0.01714
H 1.03524 -0.74819 1.43097
H 0.91110 0.60056 -1.69852
H 1.83520 1.85267 1.64220

Results
SMILES: S[C@@]12NC=C[C@@H]1N2.O=C=O
Multiplicity: 1
Orbital gap in eV: 9.25
E_LUMO in eV: 0.64

C13H15NO3 | the ωB97M-V functional and the def2-TZVPD basis

Geometry (Å):
C 2.48000 2.29828 -0.35236
H 3.53096 1.98369 -0.87663
H 1.82125 2.33658 -1.23236
H 2.57207 3.29494 -0.12278
C 2.08382 1.20388 0.57760
C 1.88113 -0.12939 0.31873
C 2.99336 -0.93086 0.23504
C 2.99148 -2.08996 -0.49601
C 1.72727 -2.66482 -0.72326
C 0.66686 -1.99840 -0.44914
C 0.64525 -0.43706 0.01977
N -0.61548 0.17266 0.08302
C -0.97645 0.81872 -0.78450
O -0.41724 1.53599 -1.60716
C -2.39950 1.37473 -0.30154
H -2.38069 2.29260 0.51158
H -3.03787 1.38535 -0.95248
C -2.82272 0.17295 0.82208
C -3.41077 -0.73062 -0.12441
O -3.13841 -1.89799 -0.16454
O -4.74227 -0.40038 -0.59079
H -5.26114 -0.98269 -0.87048
H -3.44986 0.65828 1.60744
C -1.49886 -0.25246 1.40729
H -1.14669 0.33344 1.94151
H -1.36526 -1.36514 1.35045
H -0.33162 -2.56802 -0.64325
H 1.75496 -3.54828 -1.00760
H 3.83948 -2.71603 -0.40744
H 4.08007 -0.39645 0.34330
H 2.84253 1.55325 1.45034
H 1.08435 1.69320 1.03860

Results
SMILES: CCc1ccccc1N1C[C@H](C(=O)O)CC1=O
Multiplicity: 1
Orbital gap in eV: 9.33
E_LUMO in eV: 0.22

C4H13N3O | the ωB97M-V functional and the def2-TZVPD basis

Geometry (Å):
C 1.36210 1.53624 -0.05383
C 2.72518 1.47332 -0.31902
N 3.69774 1.47602 0.71912
N 0.40242 0.99741 -1.03824
H 0.91557 1.99250 0.81352
H 3.13506 1.36558 -1.31828
H 4.57245 1.00819 0.47803
H 3.31783 1.10215 1.59144
H -0.28368 1.68037 -1.33438
H -0.08803 0.01643 -0.61120
H 0.92033 0.71452 -1.87181
C -2.95005 -1.40677 0.96273
O -4.23898 -1.19323 0.85384
C -2.13283 -1.07831 -0.32009
N -0.66366 -1.20436 -0.09105
H -2.41486 -0.81181 1.76664
H -2.65244 -2.47304 1.19709
H -2.43692 -1.75601 -1.12122
H -2.36145 -0.04772 -0.60268
H -0.30014 -1.99785 -0.59395
H -0.52563 -1.39362 0.89333

Results
⟨S²⟩: 0.7562
Multiplicity: 2
Charge: -1
Orbital gap (alpha / beta) in eV: 3.75 / 6.45
E_LUMO (alpha / beta) in eV: 3.56 / 3.38

C7H12ClN3 | the ωB97M-V functional and the def2-TZVPD basis

Geometry (Å):
C 3.07055 -0.35828 0.06987
C 1.02766 0.01929 -0.05725
C -1.71517 -1.27619 -1.32318
C -2.73924 -0.50706 0.84368
C 2.36588 2.02605 0.32016
C -0.69926 0.54184 0.23754
C -1.50317 -0.77259 0.05064
N 2.46205 -1.49527 -0.18970
N 1.13665 -1.26214 -0.21111
N 2.18870 0.62951 0.14209
Cl -1.12192 1.77230 -0.93909
H 4.09540 -0.09243 0.09886
H -0.93414 -2.08020 -1.60948
H -1.52860 -0.39298 -2.06912
H -2.67460 -1.66849 -1.53551
H -3.26633 0.17314 0.28549
H -2.60889 -0.13288 1.91789
H -3.17856 -1.51457 0.90646
H 1.64486 2.60967 -0.37245
H 1.98333 2.12933 1.39724
H 3.44412 2.20105 0.24886
H -0.64210 0.93093 1.27670
H -0.80721 -1.48002 0.51141

Results
SMILES: CC(C)[C@H](Cl)c1nncn1C
Multiplicity: 1
Orbital gap in eV: 10.20
E_LUMO in eV: 0.58

C6H10N2 | the ωB97M-V functional and the def2-TZVPD basis

Geometry (Å):
C 2.96195 -0.13237 0.43568
C 1.40439 0.04705 0.33168
C 0.59493 0.78841 -0.69724
C -0.80893 1.13992 0.04394
C -1.36821 -0.16055 0.00865
C -2.83994 -0.19673 0.38281
H 3.20423 -0.25896 -0.64620
H 3.03745 -1.00778 1.45770
H 3.39522 1.08257 0.78735
H 1.07129 -0.38422 1.40443
H 0.89374 1.42462 -1.47873
H -1.50641 2.05853 -0.36704
H -0.31089 1.22433 1.30406
H -2.59142 -0.43560 1.60071
H -3.56192 1.07992 0.35932
H -3.62834 -1.18507 -0.06835
N -0.55832 -1.08448 -0.37454
N 0.60575 -0.70305 -0.68066

Results
Multiplicity: 1
Orbital gap in eV: 8.77
E_LUMO in eV: 0.66

no.,strongest force on any atom (eV Å⁻¹)
1,0.75
2,3.17
3,1.78
4,19.32
5,0.61
6,6.50
7,8.70